## A
The following is a DFT calculation (ωB97M-V/def2-TZVPD) of the ion C9H16NO with charge +1.

Positions of all 27 atoms, in Å:
H  1.79  2.36  1.01
H  3.07  1.69  0.01
C  2.00  1.86  0.07
H  -2.12  -2.20  -0.57
H  1.71  2.50  -0.76
H  -0.37  -2.18  -0.32
H  1.18  -1.13  -1.45
H  -1.46  -2.10  1.06
C  -3.80  -0.08  -0.04
C  -1.33  -0.31  -0.01
H  2.73  -0.26  1.38
H  -0.57  2.92  0.04
C  1.28  0.51  0.00
H  -4.02  -0.51  -1.02
C  1.66  -0.35  1.21
C  -0.20  0.74  0.00
H  1.53  0.44  -2.16
H  2.77  -0.42  -1.25
C  -1.31  -1.78  0.03
C  -0.89  1.90  0.02
H  1.42  -1.39  1.06
H  1.16  0.00  2.11
O  -2.22  1.71  0.02
N  -2.44  0.38  0.00
H  -3.98  -0.82  0.73
H  -4.45  0.78  0.12
C  1.70  -0.20  -1.30

* structure (SMILES): Cc1c(C(C)(C)C)co[n+]1C
* charge: +1
* LUMO level: -3.686 eV
* spin multiplicity: 1
* gap between HOMO and LUMO: 10.53 eV

## B
The following is a DFT calculation (ωB97M-V/def2-TZVPD) of a cluster of 2 separate species, C9H16NO in total.

Positions of all 27 atoms, in Å:
H  -2.21  2.05  2.95
H  2.72  -0.08  -0.68
C  -1.88  -1.74  0.57
H  2.84  0.72  -3.97
N  2.05  0.05  -1.44
H  3.85  1.52  -2.81
H  2.50  2.48  -3.70
H  -0.81  -4.18  1.05
H  1.25  -0.44  -1.01
H  -2.22  -2.27  -0.30
H  1.68  2.13  -1.37
H  -2.38  2.31  1.20
H  0.78  -1.66  2.80
O  -0.18  -3.46  1.00
C  -0.07  -1.43  2.17
H  -3.48  -0.39  0.45
C  -2.54  1.57  2.03
C  -0.61  -0.13  2.26
C  1.79  1.35  -2.14
C  -2.51  -0.57  0.88
H  -3.59  1.30  2.08
H  0.79  1.26  -2.62
H  -0.28  0.68  2.93
C  2.86  1.56  -3.21
H  2.24  -0.64  -2.18
C  -1.85  0.27  1.81
C  -0.75  -2.25  1.24

* charge: +1
* LUMO level: -3.576 eV
* spin multiplicity: 1
* gap between HOMO and LUMO: 7.71 eV

It turns out B is the most stable, with the second structure 3.0 kcal/mol higher.

## A
The following is a DFT calculation (ωB97M-V/def2-TZVPD) of the ion C6H13N2 with charge +1.

Positions of all 21 atoms, in Å:
H  0.52  -1.94  -0.34
C  -1.11  1.41  -1.68
H  -0.39  1.94  0.93
H  3.22  -1.16  0.17
H  -1.28  0.57  1.72
H  -1.75  1.46  -2.54
H  3.41  -0.75  1.97
C  0.41  -0.19  0.65
H  -2.71  0.82  -0.58
C  -1.58  0.64  -0.49
H  2.25  -2.13  1.30
H  1.62  0.59  1.99
H  -1.28  -1.02  -1.77
C  2.67  -1.07  1.22
C  -0.75  0.94  0.84
N  0.02  -1.07  -0.23
H  -2.15  -1.52  -0.26
H  -0.24  1.04  -2.26
C  -1.33  -0.90  -0.66
H  -1.09  2.41  -1.25
N  1.55  -0.08  1.26

* structure (SMILES): C/[NH+]=C1/C[C@@H](C)CN1
* charge: +1
* LUMO level: -2.830 eV
* spin multiplicity: 1
* gap between HOMO and LUMO: 11.76 eV

## B
The following is a DFT calculation (ωB97M-V/def2-TZVPD) of the ion C6H13N2 with charge +1.

Positions of all 21 atoms, in Å:
H  -0.51  2.41  1.19
H  1.83  1.75  -1.96
H  0.44  -1.99  2.40
C  -0.80  2.33  0.13
H  0.14  -3.21  1.12
H  1.64  1.53  -0.12
H  2.20  0.23  -0.99
H  -0.26  0.67  -2.18
H  -0.92  -1.89  -1.40
H  -1.72  2.85  -0.28
H  0.76  -2.17  -1.05
C  -0.76  -0.08  0.84
N  -0.74  0.87  -0.09
H  -0.91  0.21  1.81
C  -0.13  -1.66  -0.76
H  -0.09  2.74  -0.64
C  -0.21  -2.27  1.56
C  1.48  1.09  -1.09
H  -1.15  -2.70  2.11
N  -0.40  -1.34  0.61
C  0.11  0.64  -1.19

* charge: +1
* LUMO level: -4.140 eV
* spin multiplicity: 1
* gap between HOMO and LUMO: 8.73 eV

It turns out A is the most stable, with the second structure 85.8 kcal/mol higher.

## A
The following is a DFT calculation (ωB97M-V/def2-TZVPD) of a structure of composition CH6NO.

Positions of all 9 atoms, in Å:
H  -0.11  1.15  -1.01
C  -0.65  -0.17  0.58
H  1.05  0.95  0.22
H  -1.98  -1.36  -0.06
H  1.40  -1.38  0.29
H  1.99  -1.50  -0.23
N  0.05  1.03  0.01
O  -1.45  -0.59  -0.32
H  -0.31  1.87  0.51

* charge: +1
* LUMO level: -5.190 eV
* spin multiplicity: 1
* gap between HOMO and LUMO: 10.41 eV

## B
The following is a DFT calculation (ωB97M-V/def2-TZVPD) of a cluster of 2 separate species, CH6NO in total.

Positions of all 9 atoms, in Å:
N  0.90  0.12  -0.35
H  1.89  -0.06  -0.44
H  -0.49  1.79  -0.79
H  0.99  1.47  -1.92
O  -1.15  -1.09  1.31
H  0.24  -0.34  0.36
H  -1.98  -1.24  0.89
H  -0.92  -1.80  1.94
C  0.52  1.16  -1.00

* charge: +1
* LUMO level: -5.702 eV
* spin multiplicity: 1
* gap between HOMO and LUMO: 10.90 eV

It turns out B is the most stable, with the second structure 60.0 kcal/mol higher.